*w*
2 unconnected molecules or ions with the total composition C2H8N3O. Source: the Open Molecules 2025 dataset; level of theory: ωB97M-V/def2-TZVPD.

Geometry (Å):
H -1.17328 2.76129 -1.23865
C -0.13698 -0.97364 0.56778
O -1.25392 -1.34627 0.31554
N 0.60016 1.76309 -1.14133
N 0.90011 -1.02044 -0.41149
H 1.06718 0.84352 -1.00233
C -0.66139 1.82479 -1.04465
H 1.15101 2.57235 -1.40604
H 1.18850 -0.24241 1.96114
H 1.75462 -1.43983 -0.05520
H -1.22130 0.93421 -0.76831
N 0.21224 -0.31689 1.71624
H -0.43156 -0.40384 2.48979
H 0.57138 -1.59166 -1.18312

Calculated values
**Total charge**: +1
**Gap between HOMO and LUMO**: 9.19 eV


*x*
2 unconnected molecules or ions with the total composition C2H8N3O. Source: the Open Molecules 2025 dataset; level of theory: ωB97M-V/def2-TZVPD.

Geometry (Å):
C 0.38601 0.50171 -1.49536
N -0.54900 -0.57169 -1.22620
N 0.15407 1.63904 -0.77014
H -1.33147 -0.52235 1.95548
H -0.21293 -1.35866 -1.76916
H -0.44457 -0.67515 0.40250
H 0.63906 -0.76521 3.24828
O 1.28948 0.33835 -2.26139
H -1.48658 -0.35144 -1.53890
H -0.82261 1.90415 -0.70799
H 0.73392 2.41132 -1.06947
C 0.60773 -0.83495 2.16846
N -0.47257 -0.80636 1.49698
H 1.50946 -0.90876 1.56692

Calculated values
**Total charge**: +1
**Gap between HOMO and LUMO**: 9.29 eV


So which one is most stable? That would be *w*, about 7.9 kcal/mol below the next structure.